Record 1
Below is C25H36IrN3O5SSb as an isolated structure at a distorted geometry, with properties calculated with the ωB97M-V functional and the def2-TZVPD basis.

The calculation puts the frontier orbital gap (spin up / spin down) at 4.9 / 4.8 eV. The strongest force on any atom comes out at 1.94 eV Å⁻¹. The value obtained for the highest occupied orbital energy (spin up / spin down) is -13.252 / -13.253 eV. The lowest unoccupied orbital energy (spin up / spin down) comes out at -0.3070 / -0.3098 hartree. As for the total energy: -2256.91311 Ha. The expectation value of S² is 0.7630.

Geometry as ORCA input:
```
! RIJCOSX wB97M-V def2-TZVPD def2/J DEFGRID3
* xyz 2 2
Ir 0.299 -0.076 -0.206
O -1.153 -0.018 5.583
C -0.776 -0.101 4.313
C -0.735 -1.312 3.600
C -0.329 -1.262 2.290
N 0.025 -0.102 1.750
C -0.032 1.067 2.383
C -0.420 1.113 3.695
C 0.367 2.223 1.487
O 0.510 3.331 1.902
O 0.605 1.881 0.192
C -0.240 -2.407 1.302
O -0.420 -3.539 1.611
O 0.103 -2.022 0.032
H -1.436 -0.871 5.943
H -1.029 -2.259 4.036
H -0.475 2.051 4.231
C 5.616 1.592 1.338
C 4.136 1.800 1.404
C 3.639 3.039 0.701
C 3.539 1.533 2.760
Sb 3.082 0.025 -0.002
C 3.757 -1.978 0.912
C 3.311 -2.997 -0.129
C 3.010 -2.134 2.219
C 5.254 -1.920 1.107
C 3.878 0.337 -2.051
C 3.266 1.631 -2.574
C 5.396 0.426 -1.998
C 3.433 -0.864 -2.877
H 6.049 2.396 1.950
H 6.026 1.700 0.341
H 5.943 0.653 1.774
H 3.794 3.873 1.402
H 2.578 3.043 0.475
H 4.214 3.253 -0.196
H 3.850 2.367 3.405
H 3.923 0.620 3.209
H 2.455 1.529 2.770
H 2.272 -2.878 -0.435
H 3.381 -3.986 0.344
H 3.959 -3.012 -1.002
H 1.957 -2.310 2.060
H 3.138 -1.293 2.898
H 3.411 -3.021 2.723
H 5.802 -1.620 0.214
H 5.582 -2.938 1.352
H 5.540 -1.282 1.940
H 3.588 2.506 -2.017
H 2.182 1.603 -2.575
H 3.597 1.766 -3.610
H 5.740 1.356 -1.552
H 5.762 0.411 -3.029
H 5.865 -0.414 -1.484
H 2.368 -1.043 -2.820
H 3.960 -1.776 -2.607
H 3.675 -0.654 -3.926
N -0.793 1.127 -7.128
C -0.574 -0.074 -6.561
S -0.421 -1.446 -7.363
C -0.424 -0.037 -5.027
C -0.281 -1.222 -4.331
C -0.072 -1.198 -2.969
N 0.022 -0.045 -2.282
C -0.183 1.106 -2.933
C -0.411 1.141 -4.300
H -0.915 1.147 -8.128
H -1.053 1.948 -6.615
H -0.337 -2.164 -4.861
H 0.028 -2.109 -2.394
H -0.163 2.011 -2.339
H -0.561 2.109 -4.753
*
```

Record 2
Below is a 12-piece molecular cluster, C17H62BO19P2 overall at a distorted geometry, with properties calculated with the ωB97M-V functional and the def2-TZVPD basis.

The calculation puts the frontier orbital gap at 6.0 eV. The strongest force on any atom comes out at 4.94 eV Å⁻¹. The value obtained for the highest occupied orbital energy is -4.235 eV. The lowest unoccupied orbital energy comes out at 0.0650 hartree. As for the total energy: -2821.90874 Ha.

Geometry as ORCA input:
```
! RIJCOSX wB97M-V def2-TZVPD def2/J DEFGRID3
* xyz -1 1
C -2.560 -2.759 5.908
C -1.306 -3.537 5.229
O -0.962 -2.849 4.006
B 0.411 -3.071 3.610
O 0.807 -4.469 3.370
P 1.794 -1.737 3.415
O 2.745 -2.640 4.577
C 1.021 -0.664 4.816
C 2.184 0.223 5.521
C 1.470 1.081 6.682
C 0.684 2.341 6.064
O 1.151 2.973 5.083
O -0.569 2.675 6.684
P 0.750 -0.649 1.816
O -0.781 -0.577 1.951
O 1.133 -1.171 0.225
O 1.316 0.996 1.901
H -3.021 -3.424 6.719
H -2.201 -1.766 6.365
H -3.381 -2.514 5.157
H -0.425 -3.462 5.954
H -1.670 -4.611 5.062
H 1.256 -4.772 4.198
H 2.900 -0.804 3.281
H 2.389 -2.579 2.372
H 2.362 -2.568 5.476
H 0.266 0.035 4.320
H 0.562 -1.311 5.657
H 2.947 -0.473 6.034
H 2.665 0.879 4.715
H 0.700 0.432 7.222
H 2.281 1.410 7.421
H -1.238 2.216 6.125
H 1.045 -0.340 -0.311
H 2.294 0.922 2.056
C 2.864 4.197 1.231
O 3.158 3.785 2.559
H 3.796 4.266 0.668
H 2.209 3.463 0.756
H 2.377 5.176 1.248
H 2.319 3.730 3.035
C -1.545 -0.436 -2.868
O -0.374 -0.581 -2.077
H -1.935 0.571 -2.740
H -1.301 -0.598 -3.922
H -2.299 -1.159 -2.544
H -0.051 -1.482 -2.209
C -4.038 -0.389 0.573
O -3.895 -1.775 0.853
H -5.088 -0.177 0.362
H -3.719 0.194 1.439
H -3.433 -0.127 -0.298
H -2.954 -1.932 1.037
C -4.641 2.281 -3.362
O -3.799 1.212 -3.768
H -4.102 2.900 -2.645
H -4.913 2.887 -4.230
H -5.542 1.881 -2.889
H -4.298 0.680 -4.400
C -8.138 -0.376 0.880
O -7.998 -1.760 1.159
H -9.187 -0.164 0.669
H -7.818 0.208 1.748
H -7.534 -0.114 0.008
H -7.063 -1.922 1.342
C 1.863 -1.201 -4.570
O 2.014 -2.592 -4.304
H 0.812 -0.992 -4.773
H 2.185 -0.625 -3.701
H 2.461 -0.928 -5.444
H 2.951 -2.748 -4.127
C 0.165 -3.275 -7.360
O 1.499 -3.414 -6.903
H 0.029 -3.899 -8.245
H -0.528 -3.600 -6.580
H -0.029 -2.231 -7.622
H 1.593 -2.850 -6.117
C -4.307 -3.993 -1.826
O -4.926 -2.739 -1.596
H -4.792 -4.474 -2.676
H -3.247 -3.846 -2.052
H -4.416 -4.626 -0.942
H -4.475 -2.334 -0.836
C 3.524 3.662 -2.533
O 2.351 3.178 -1.889
H 4.387 3.122 -2.141
H 3.447 3.491 -3.608
H 3.642 4.728 -2.333
H 1.605 3.670 -2.253
C 5.104 6.193 -5.082
O 3.930 5.715 -4.441
H 5.964 5.652 -4.688
H 5.032 6.022 -6.159
H 5.226 7.261 -4.881
H 3.185 6.209 -4.806
C 5.980 0.646 -2.645
O 4.734 0.107 -3.058
H 6.771 0.242 -3.277
H 5.960 1.734 -2.744
H 6.172 0.370 -1.605
H 4.061 0.492 -2.480
*
```

Record 3
Below is C10H14AuN2P as an isolated structure at a distorted geometry, with properties calculated with the ωB97M-V functional and the def2-TZVPD basis.

The calculation puts the frontier orbital gap (spin up / spin down) at 4.7 / 6.9 eV. The strongest force on any atom comes out at 3.39 eV Å⁻¹. The value obtained for the highest occupied orbital energy (spin up / spin down) is -4.331 / -8.077 eV. The lowest unoccupied orbital energy (spin up / spin down) comes out at 0.0130 / -0.0445 hartree. As for the total energy: -975.76397 Ha. The expectation value of S² is 2.0729.

Geometry as ORCA input:
```
! RIJCOSX wB97M-V def2-TZVPD def2/J DEFGRID3
* xyz 0 3
C -1.595 2.002 -1.644
C -1.064 2.924 -2.547
C 0.243 2.881 -3.069
C 1.166 1.861 -2.753
C 0.839 0.850 -1.860
Au -0.606 0.707 -0.567
P -2.591 -0.053 0.479
H -2.629 2.212 -1.313
H -1.722 3.729 -2.910
H 0.534 3.644 -3.802
H 1.523 -0.024 -1.796
H 2.111 1.830 -3.316
H -2.918 -1.431 0.312
H -3.831 0.472 0.007
H -2.947 -0.009 1.866
N -1.290 -1.971 1.924
C 0.041 -1.629 1.620
C 0.945 -2.287 2.474
C 2.291 -2.084 2.372
C 2.747 -1.199 1.428
C 1.846 -0.522 0.596
N 0.474 -0.712 0.615
H -1.701 -2.693 1.318
H -1.551 -2.165 2.905
H 0.583 -2.964 3.243
H 2.968 -2.592 3.048
H 3.808 -0.999 1.369
H 2.325 0.222 0.000
*
```

Record 4
Below is a 2-piece molecular cluster, C4H11N2O overall, with properties calculated with the ωB97M-V functional and the def2-TZVPD basis.

The calculation puts the frontier orbital gap at 6.1 eV. The strongest force on any atom comes out at 0.52 eV Å⁻¹. The calculation puts the energy above the lowest of the compared OMol25 structures with the same formula, charge and spin at 199.9 kJ/mol. The value obtained for the highest occupied orbital energy is -2.292 eV. The lowest unoccupied orbital energy comes out at 0.1407 hartree. As for the total energy: -343.69503 Ha.

Geometry as ORCA input:
```
! RIJCOSX wB97M-V def2-TZVPD def2/J DEFGRID3
* xyz -1 1
C 1.662 0.867 0.753
N 0.562 0.212 1.468
C 0.670 -1.328 1.306
O 1.885 -1.822 1.314
H 2.601 0.332 0.922
H 1.739 1.920 1.046
H 1.439 0.864 -0.317
H 0.750 0.355 2.457
H 0.076 -1.542 0.392
H -0.022 -1.634 2.150
C -2.116 -0.179 -0.806
C -0.500 0.613 -2.244
N -0.945 -0.394 -1.641
H -2.861 -0.948 -1.015
H -2.593 0.795 -0.979
H -1.784 -0.243 0.231
H 0.428 0.539 -2.810
H -0.992 1.594 -2.228
*
```

Record 5
Below is C16H44BeF6N4O4P as an isolated structure at a distorted geometry, with properties calculated with the ωB97M-V functional and the def2-TZVPD basis.

The calculation puts the frontier orbital gap at 2.1 eV. The strongest force on any atom comes out at 3.81 eV Å⁻¹. The calculation puts the energy above the lowest of the compared OMol25 structures with the same formula, charge and spin at 1460.8 kJ/mol. The value obtained for the highest occupied orbital energy is -11.944 eV. The lowest unoccupied orbital energy comes out at -0.3625 hartree. As for the total energy: -2110.71697 Ha.

Geometry as ORCA input:
```
! RIJCOSX wB97M-V def2-TZVPD def2/J DEFGRID3
* xyz 1 1
Be 0.904 -0.170 0.916
P 5.684 3.814 0.183
F 4.381 3.005 0.778
F 6.649 2.898 1.119
F 5.831 2.603 -1.014
F 6.972 4.603 -0.450
F 4.758 4.538 -0.932
F 5.489 5.019 1.334
C -5.642 0.349 0.475
C -4.268 0.869 0.650
C -4.194 2.199 1.112
O -2.805 2.529 1.180
C -2.595 3.888 1.659
N -3.533 0.024 1.594
H -5.522 -0.712 0.255
H -6.027 0.893 -0.387
H -6.301 0.577 1.313
H -3.777 0.746 -0.316
H -4.823 2.466 1.962
H -4.559 2.732 0.234
H -3.270 4.595 1.176
H -1.573 4.135 1.373
H -2.855 3.856 2.717
H -3.926 0.123 2.519
H -3.832 -0.926 1.430
C -0.685 3.486 -5.144
C -1.333 2.317 -4.467
C -2.380 1.520 -5.310
O -3.543 2.309 -5.685
C -4.541 1.510 -6.298
N -0.373 1.494 -3.892
H -1.435 4.272 -5.226
H -0.228 3.243 -6.103
H 0.147 4.008 -4.671
H -1.823 2.631 -3.546
H -2.636 0.568 -4.843
H -1.889 1.219 -6.236
H -4.876 0.653 -5.713
H -4.146 1.155 -7.251
H -5.440 2.008 -6.661
H 0.442 2.084 -3.800
H -0.217 0.947 -4.726
C 4.673 -4.116 -2.289
C 3.359 -3.478 -1.902
C 2.176 -4.421 -1.955
O 0.985 -3.784 -1.585
C -0.203 -4.484 -1.869
N 3.665 -2.858 -0.592
H 4.477 -4.635 -3.227
H 5.039 -4.903 -1.628
H 5.381 -3.303 -2.451
H 3.080 -2.766 -2.679
H 2.380 -5.186 -1.206
H 2.141 -4.757 -2.992
H -1.096 -3.859 -1.876
H -0.330 -5.433 -1.350
H -0.032 -4.807 -2.896
H 4.084 -3.600 -0.049
H 4.396 -2.166 -0.677
C 1.898 0.211 7.340
C 1.577 -0.329 5.885
C 1.245 -1.829 5.855
O 0.982 -2.265 4.558
C 0.585 -3.664 4.556
N 0.582 0.542 5.291
H 2.684 -0.351 7.844
H 1.043 -0.004 7.981
H 2.215 1.250 7.430
H 2.455 -0.089 5.286
H 0.341 -2.014 6.435
H 1.943 -2.515 6.335
H 0.075 -3.842 3.609
H -0.109 -3.907 5.361
H 1.508 -4.243 4.573
H 0.845 1.347 5.840
H -0.254 0.187 5.733
*
```